ORCA calculation (wB97M-V/def2-TZVPD) on C4H10N2O2 as an isolated structure in a non-equilibrium geometry.

```
18
C4H10N2O2, DFT wB97M-V/def2-TZVPD
O 1.484 -1.570 0.454
C 0.199 -1.810 0.438
N -0.645 -0.701 0.799
C 0.162 0.481 0.621
C -0.741 1.717 0.481
O -1.535 1.591 -0.600
C 0.987 0.325 -0.565
N 0.143 0.167 -1.645
H -0.123 -2.086 -0.595
H -1.444 -0.693 0.158
H 0.807 0.602 1.491
H -0.127 2.616 0.425
H -1.299 1.804 1.438
H -0.754 0.767 -1.456
H -0.081 -2.646 1.073
H 1.713 1.155 -0.627
H 1.573 -0.696 -0.425
H 0.597 0.379 -2.510
```

Summary:
2S+1   1
F_max   6.53 eV/Å
ΔE to the lowest compared entry with this formula, charge and spin   720.4 kJ/mol
Net charge   0
E_HOMO   -0.3201 Ha

These are the natural (NBO) partial charges, in e, on atoms 1 to 5: -0.523, 0.058, -0.625, -0.106, -0.047

***

ORCA calculation (wB97M-V/def2-TZVPD) on a 4-piece molecular cluster, C4H10N2O2 overall in a non-equilibrium geometry.

```
18
C4H10N2O2, DFT wB97M-V/def2-TZVPD
C -0.948 1.301 0.589
C 1.128 0.116 0.082
N 0.350 0.817 1.006
N 0.681 -0.014 -1.137
C -0.894 -1.734 -1.375
C -0.772 -2.545 -0.466
O 1.080 1.739 1.790
O -0.869 2.252 -0.451
H 1.138 2.558 1.268
H -0.518 1.769 -1.216
H 1.376 -0.414 -1.760
H -1.416 1.786 1.444
H -1.534 0.425 0.295
H 2.194 0.163 0.307
H 1.033 -1.604 1.075
H -1.268 -1.203 -2.213
H 0.312 -1.950 0.782
H -1.073 -3.462 -0.019
```

Summary:
2S+1   1
F_max   3.31 eV/Å
ΔE to the lowest compared entry with this formula, charge and spin   795.6 kJ/mol
Net charge   0
E_HOMO   -0.3266 Ha

These are the natural (NBO) partial charges, in e, on atoms 1 to 5: 0.058, 0.260, -0.198, -0.750, -0.150

***

ORCA calculation (wB97M-V/def2-TZVPD) on one molecule with the formula C4H10N2O2 in a non-equilibrium geometry.

```
18
C4H10N2O2, DFT wB97M-V/def2-TZVPD
C 0.342 1.036 1.078
C 0.618 -1.950 0.173
N -0.879 1.419 0.400
C 1.274 0.494 0.027
N -2.699 -0.090 -0.636
C 1.266 -0.759 -0.449
O -1.387 0.284 -0.704
O 1.951 1.504 -0.609
H 2.283 1.178 -1.455
H -0.678 2.191 -0.235
H -3.313 0.675 -0.914
H -2.946 -0.417 0.296
H 0.795 1.921 1.533
H 0.110 0.286 1.835
H 1.927 -0.978 -1.281
H 0.011 -1.682 1.033
H -0.042 -2.421 -0.557
H 1.367 -2.690 0.462
```

Summary:
SMILES   C/C=C(/O)CNON
2S+1   1
F_max   2.65 eV/Å
ΔE to the lowest compared entry with this formula, charge and spin   576.7 kJ/mol
Net charge   0
E_HOMO   -0.3058 Ha

These are the natural (NBO) partial charges, in e, on atoms 1 to 5: -0.306, -0.627, -0.367, 0.295, -0.467

***

ORCA calculation (wB97M-V/def2-TZVPD) on an isolated ion of composition C4H10N2O2 and charge +1 in a non-equilibrium geometry.

```
18
C4H10N2O2, DFT wB97M-V/def2-TZVPD
O -0.735 -1.004 -1.854
C 0.033 -0.116 -2.138
N 0.682 0.643 -1.196
C 0.469 0.338 0.197
C -0.949 0.747 0.610
O -0.832 1.981 1.347
C 0.691 -1.264 0.565
N 0.635 -1.436 1.950
H 0.104 0.131 -3.202
H 1.543 1.142 -1.332
H 1.214 0.873 0.777
H -1.616 0.936 -0.226
H -1.489 0.108 1.309
H -0.897 2.710 0.740
H -0.104 -1.805 0.048
H 1.643 -1.487 0.089
H 1.514 -1.257 2.434
H -0.139 -0.965 2.415
```

Summary:
2S+1   2
F_max   2.33 eV/Å
ΔE to the lowest compared entry with this formula, charge and spin   189.2 kJ/mol
Net charge   +1
E_HOMO (spin up / spin down)   -0.5383 / -0.5422 Ha

These are the natural (NBO) partial charges, in e, on atoms 1 to 5: -0.534, 0.509, -0.554, -0.019, -0.102

***

ORCA calculation (wB97M-V/def2-TZVPD) on C4H10N2O2S as an isolated structure in a non-equilibrium geometry.

```
19
C4H10N2O2S, DFT wB97M-V/def2-TZVPD
C -0.652 0.317 -0.063
C 0.788 -1.536 -1.163
C 1.038 -1.560 1.203
C -0.216 2.753 -0.055
N 0.953 -0.677 -0.016
N -0.570 1.507 0.632
O -3.168 -0.331 0.524
O -1.244 0.351 -1.285
S -2.032 -0.746 -0.243
H 0.760 -0.921 -2.050
H 1.719 -1.947 -1.240
H -0.046 -2.359 -1.222
H 0.507 -1.068 1.938
H 0.395 -2.397 0.840
H 2.034 -1.838 1.389
H -0.320 3.507 0.672
H -0.970 3.008 -0.670
H 0.831 2.598 -0.538
H 0.193 1.338 1.346
```

Summary:
2S+1   1
F_max   4.66 eV/Å
ΔE to the lowest compared entry with this formula, charge and spin   401.6 kJ/mol
Net charge   0
E_HOMO   -0.3088 Ha

These are the natural (NBO) partial charges, in e, on atoms 1 to 5: 0.342, -0.461, -0.433, -0.404, -0.454

***

ORCA calculation (wB97M-V/def2-TZVPD) on one molecule with the formula C4H10N2O3 in a non-equilibrium geometry.

```
19
C4H10N2O3, DFT wB97M-V/def2-TZVPD
C -1.801 0.574 1.446
C -1.190 0.604 0.076
O 0.068 -1.833 -0.265
N -1.967 0.661 -0.965
H -0.309 -1.984 0.618
H -1.379 0.670 -1.814
H -2.764 0.058 1.415
H -1.959 1.603 1.782
H -1.140 0.061 2.149
C 0.970 -0.785 -0.071
N 1.971 -0.939 -1.093
C 0.326 0.643 -0.063
O 1.630 -1.044 1.132
O 0.594 1.337 -1.308
H 2.475 -1.392 0.790
H 0.226 2.234 -1.197
H 1.925 -0.080 -1.655
H 1.569 -1.640 -1.719
H 0.755 1.253 0.741
```

Summary:
SMILES   [H]/N=C(/C)[C@H](O)C(N)(O)O
2S+1   1
F_max   2.43 eV/Å
ΔE to the lowest compared entry with this formula, charge and spin   154.9 kJ/mol
Net charge   0
E_HOMO   -0.3705 Ha

These are the natural (NBO) partial charges, in e, on atoms 1 to 5: -0.683, 0.279, -0.714, -0.607, 0.481

***

ORCA calculation (wB97M-V/def2-TZVPD) on a 2-piece molecular cluster, C4H10N2O4 overall in a non-equilibrium geometry.

```
20
C4H10N2O4, DFT wB97M-V/def2-TZVPD
C 0.984 -1.186 1.798
C -1.914 1.673 -0.311
C 0.926 0.007 0.790
C -0.829 0.711 -0.836
N -0.249 -0.209 0.052
N -0.160 -1.960 -1.256
O 0.883 -2.517 -1.237
O -1.132 -2.017 -1.875
O 2.077 0.307 0.100
O 0.154 1.497 -1.438
H 1.558 -2.002 1.313
H 0.001 -1.545 1.788
H 1.325 -0.890 2.738
H -2.738 1.120 0.180
H -2.168 2.463 -1.108
H -1.577 2.408 0.473
H 0.785 0.947 1.505
H -1.278 0.179 -1.612
H 2.422 -0.592 -0.305
H 0.930 1.603 -0.757
```

Summary:
2S+1   1
F_max   3.90 eV/Å
ΔE to the lowest compared entry with this formula, charge and spin   689.6 kJ/mol
Net charge   0
E_HOMO (spin up / spin down)   -0.3444 / -0.3534 Ha

These are the natural (NBO) partial charges, in e, on atoms 1 to 5: -0.622, -0.634, 0.181, 0.178, -0.354

***

ORCA calculation (wB97M-V/def2-TZVPD) on a 2-piece molecular cluster, C4H10N2O4S overall in a non-equilibrium geometry.

```
21
C4H10N2O4S, DFT wB97M-V/def2-TZVPD
C -1.616 -0.228 -0.475
C 0.704 1.760 -1.274
C 0.164 -1.132 1.804
C 0.470 0.390 -0.764
N 1.054 -0.823 -1.269
N -2.120 0.778 0.126
O -1.920 -1.291 -0.942
O 0.072 1.380 1.711
O 2.259 0.602 1.324
O -3.373 0.854 0.933
S 0.897 0.393 1.085
H 1.734 2.034 -1.580
H -0.001 1.986 -2.097
H 0.408 2.408 -0.394
H -0.866 -1.056 1.645
H 0.544 -2.022 1.245
H 0.345 -1.250 2.901
H 1.120 -0.686 -2.296
H 0.544 -1.702 -1.045
H -1.515 1.505 0.631
H -3.656 -0.034 1.053
```

Summary:
2S+1   3
F_max   5.64 eV/Å
ΔE to the lowest compared entry with this formula, charge and spin   280.0 kJ/mol
Net charge   0
E_HOMO (spin up / spin down)   -0.2141 / -0.3722 Ha

These are the natural (NBO) partial charges, in e, on atoms 1 to 5: 0.607, -0.731, -0.855, -0.020, -0.796

***

ORCA calculation (wB97M-V/def2-TZVPD) on a 2-piece molecular cluster, C4H10N2OS overall in a non-equilibrium geometry.

```
18
C4H10N2OS, DFT wB97M-V/def2-TZVPD
N -4.650 -0.373 0.678
C 0.389 -0.053 0.259
C -0.476 1.031 -0.079
S -1.883 0.765 -1.190
C 1.769 0.065 0.521
N 2.494 -1.143 0.890
C 3.111 -1.768 -0.272
O 2.417 1.101 0.533
H -4.015 0.064 0.010
H -4.387 -1.357 0.598
H -5.580 -0.342 0.269
H -0.015 -1.054 0.137
H 0.039 1.950 -0.365
H -1.028 1.334 0.854
H 3.185 -0.762 1.533
H 2.314 -2.160 -0.912
H 3.700 -1.133 -0.952
H 3.780 -2.568 0.039
```

Summary:
2S+1   1
F_max   3.45 eV/Å
ΔE to the lowest compared entry with this formula, charge and spin   468.1 kJ/mol
Net charge   0
E_HOMO   -0.3122 Ha

These are the natural (NBO) partial charges, in e, on atoms 1 to 5: -1.068, -0.041, -0.692, -0.139, 0.560

***

ORCA calculation (wB97M-V/def2-TZVPD) on a 2-piece molecular cluster, C4H10N2OS overall in a non-equilibrium geometry.

```
18
C4H10N2OS, DFT wB97M-V/def2-TZVPD
O 1.803 -1.353 -1.175
C 1.259 -0.564 -0.433
N -0.092 -0.758 -0.092
C -0.958 -0.017 0.811
C -2.417 -0.266 0.394
S -2.708 0.353 -1.262
C 1.954 0.605 0.263
N 3.271 0.867 -0.356
H -0.540 -1.283 -0.833
H -0.719 1.066 0.744
H -0.658 -0.245 1.843
H -3.188 0.107 1.159
H -2.604 -1.349 0.146
H -4.583 -0.410 -1.078
H 1.945 0.354 1.306
H 1.367 1.532 0.301
H 3.806 0.014 -0.533
H 3.062 1.346 -1.203
```

Summary:
2S+1   1
F_max   4.09 eV/Å
ΔE to the lowest compared entry with this formula, charge and spin   350.7 kJ/mol
Net charge   0
E_HOMO   -0.3411 Ha

These are the natural (NBO) partial charges, in e, on atoms 1 to 5: -0.603, 0.673, -0.651, -0.238, -0.575

***

ORCA calculation (wB97M-V/def2-TZVPD) on a 2-piece molecular cluster, C4H10N2OS overall in a non-equilibrium geometry.

```
18
C4H10N2OS, DFT wB97M-V/def2-TZVPD
C -0.392 0.308 -1.436
C 0.647 1.157 -2.133
C 0.168 0.369 2.077
C 0.692 0.413 0.669
N -1.221 -0.309 -2.135
N -2.588 -1.695 -0.941
O -0.359 0.077 -0.157
S 2.187 -0.697 0.585
H 1.273 0.527 -2.681
H 1.212 1.774 -1.425
H 0.122 1.813 -2.775
H -0.379 -0.635 2.332
H 0.964 0.394 2.784
H -0.439 1.176 2.158
H 0.954 1.440 0.578
H -2.949 -1.969 -1.871
H -3.199 -0.963 -0.575
H 1.613 -1.808 1.100
```

Summary:
2S+1   1
F_max   4.42 eV/Å
ΔE to the lowest compared entry with this formula, charge and spin   552.6 kJ/mol
Net charge   0
E_HOMO   -0.3331 Ha

These are the natural (NBO) partial charges, in e, on atoms 1 to 5: 0.471, -0.675, -0.609, 0.004, -0.299

***

ORCA calculation (wB97M-V/def2-TZVPD) on a 2-piece molecular cluster, C4H10N2OS overall in a non-equilibrium geometry.

```
18
C4H10N2OS, DFT wB97M-V/def2-TZVPD
N 0.721 0.121 -1.941
C -0.420 -0.240 -1.007
C -1.019 1.083 -0.504
S 0.263 2.151 0.326
C -0.308 -1.436 -0.260
N -0.907 -1.353 1.095
C -0.063 -0.587 1.993
O 0.506 -2.490 -0.426
H 1.079 1.027 -1.779
H 0.327 0.132 -2.855
H 2.862 0.458 0.685
H -1.475 1.711 -1.320
H -1.844 0.849 0.153
H 3.047 0.586 -0.056
H -0.656 -2.370 1.234
H -0.597 0.142 2.629
H 0.675 -0.073 1.390
H 0.482 -1.256 2.696
```

Summary:
2S+1   1
F_max   7.58 eV/Å
ΔE to the lowest compared entry with this formula, charge and spin   706.2 kJ/mol
Net charge   0
E_HOMO   -0.3159 Ha

These are the natural (NBO) partial charges, in e, on atoms 1 to 5: -0.811, 0.334, -0.617, -0.109, 0.500